# 1
Computed, not measured: a structure of composition C15H31FP2Sn in a non-equilibrium geometry, with wB97M-V/def2-TZVPD.

The geometry in XYZ format:
```
50
Properties=species:S:1:pos:R:3:lowdin_charge:R:1
P -0.19187 -1.51250 -1.67551 0.95
P 0.09361 1.78877 -1.52642 1.00
C -0.41894 -0.47335 -3.18966 -0.36
C 0.30560 0.88289 -3.14285 -0.34
H -1.50416 -0.33113 -3.31884 0.10
H -0.04262 -1.08343 -4.02767 0.11
H 1.38921 0.76774 -3.31299 0.10
H -0.08353 1.56037 -3.92320 0.11
C -1.52676 2.56083 -1.84459 -0.20
H -1.80434 3.18350 -0.99127 0.06
H -2.29441 1.79272 -1.99525 0.07
H -1.44693 3.18889 -2.73948 0.08
C 1.24652 3.17894 -1.75279 -0.20
H 0.91174 3.81177 -2.58855 0.08
H 2.25204 2.78916 -1.96695 0.07
H 1.28693 3.77510 -0.83225 0.06
C -1.28006 -2.90993 -2.07310 -0.21
H -1.29843 -3.60480 -1.22382 0.05
H -0.89066 -3.41801 -2.96840 0.07
H -2.29564 -2.53381 -2.26077 0.07
C 1.46840 -2.18390 -2.01744 -0.21
H 2.22682 -1.38801 -2.04613 0.06
H 1.42854 -2.68596 -2.99608 0.07
H 1.74212 -2.91303 -1.24322 0.07
Sn -1.34826 0.33878 5.60347 1.10
C 0.64290 1.83097 1.26062 -0.05
C -0.65112 1.66291 0.84909 -0.17
C -1.41434 0.40065 0.59832 -0.23
C -1.45389 -0.75507 1.63905 -0.11
C -0.55038 -1.87005 1.18645 -0.06
C 0.79060 -1.69329 1.29372 -0.03
C 1.45996 -0.49075 0.70998 -0.21
C 1.58240 0.74065 1.65737 -0.11
C 0.11213 -1.28783 5.46072 -0.37
H 0.96057 2.85587 1.46401 0.14
H -1.28082 2.55756 0.87104 0.12
H -1.01776 -0.05689 -0.33895 -0.02
H -2.44653 0.65183 0.30778 0.13
H -1.20310 -0.39173 2.64872 0.09
H -2.49130 -1.12646 1.66767 0.14
H -0.99007 -2.82915 0.92797 0.12
H 1.46543 -2.43205 1.75221 0.15
H 0.90598 -0.15088 -0.19183 0.00
H 2.46176 -0.74987 0.32871 0.13
H 1.47536 0.50747 2.73124 0.14
H 2.59909 1.11227 1.52377 0.13
H 0.97855 -1.00870 6.06611 0.00
H 0.40829 -1.48087 4.42314 -0.05
H -0.38836 -2.16974 5.87436 -0.02
F 0.11970 1.59152 5.34248 -0.61
```

As for the electronic energy: -43163.580 eV. For the molar mass, the calculation gives 411.1 Da. Its total charge is +2.

***

# 2
Computed, not measured: the molecule CH2O3S2 in a non-equilibrium geometry, with wB97M-V/def2-TZVPD.

The geometry in XYZ format:
```
8
Properties=species:S:1:pos:R:3:nbo_charge:R:1
C 0.44573 -0.55473 -1.25129 0.04
O 0.43765 0.15326 1.43814 -0.85
O -1.71188 1.24611 1.08169 -0.90
O -0.66026 -0.12148 -0.75736 -0.66
S 1.93890 0.06325 -1.20284 -0.07
S -0.41143 1.14692 0.49506 1.76
H 0.27505 -1.66492 -1.71940 0.19
H -0.31376 -0.26840 1.91601 0.50
```

As for the electronic energy: -28880.615 eV. For the molar mass, the calculation gives 126.2 Da.

***

# 3
Computed, not measured: a structure of composition CH6N4O2S in a non-equilibrium geometry, with wB97M-V/def2-TZVPD.

The geometry in XYZ format:
```
14
Properties=species:S:1:pos:R:3:nbo_charge:R:1
C 1.21333 1.03001 1.03441 0.05
N 1.36725 -0.70580 2.67536 -0.42
N 0.61503 0.09192 1.93134 -0.38
N -1.01380 -0.30911 -2.12463 -0.61
N -0.48367 -0.91122 -3.19638 -0.36
O -1.85545 -0.01677 0.69123 -0.88
O 0.30196 1.11326 -0.04067 -0.69
S -0.48544 -0.36074 0.42890 1.57
H 1.20086 2.10841 1.56667 0.19
H 2.25751 0.67775 0.61756 0.19
H 0.83655 -1.20596 3.47378 0.33
H -0.84909 0.71454 -2.05371 0.38
H -2.04043 -0.42444 -1.88977 0.37
H -1.06458 -1.80185 -3.11409 0.29
```

As for the electronic energy: -22018.211 eV. For the molar mass, the calculation gives 138.2 Da.